w:
# C2H2O3S

A 2-piece molecular cluster, C2H2O3S overall (ωB97M-V/def2-TZVPD, the OMol25 dataset).

```
8
Properties=species:S:1:pos:R:3
C -0.52 0.70 0.83
C -1.28 0.68 -0.21
O 0.63 -1.97 -0.14
O 0.31 0.47 1.66
O 1.84 -0.03 -0.79
S 1.75 -1.07 0.19
H -1.63 -0.27 -0.56
H -1.09 1.49 -0.98
```

Values from the calculation:
Total charge: 0
Molar mass in g mol⁻¹: 106.1
Highest occupied orbital energy in eV: -9.9352
HOMO-LUMO gap in eV: 8.99
LUMO level in eV: -0.95


x:
# C2H2O3S

A 2-piece molecular cluster, C2H2O3S overall (ωB97M-V/def2-TZVPD, the OMol25 dataset).

```
8
Properties=species:S:1:pos:R:3
C 0.09 -1.92 -1.15
C -0.09 -0.54 -1.61
O 1.03 1.01 2.93
O -1.00 1.02 1.52
O 0.63 -0.91 -0.48
S -0.24 1.63 2.58
H 0.56 -0.19 -2.46
H -0.97 -0.11 -1.33
```

Values from the calculation:
Total charge: 0
Molar mass in g mol⁻¹: 106.1
Highest occupied orbital energy in eV: -10.0218
HOMO-LUMO gap in eV: 8.62
LUMO level in eV: -1.40


w wins, 57.4 kcal/mol ahead of the next structure.


w:
# C2H2O3S

A 2-piece molecular cluster, C2H2O3S overall (ωB97M-V/def2-TZVPD, the OMol25 dataset).

```
8
Properties=species:S:1:pos:R:3
C -0.60 0.43 -0.51
C -1.71 -0.02 -0.01
O 1.75 -1.26 0.08
O 2.49 0.56 1.33
O 0.37 0.92 -0.93
S 2.34 0.06 -0.01
H -2.70 0.43 0.05
H -1.93 -1.12 -0.01
```

Values from the calculation:
Total charge: 0
Molar mass in g mol⁻¹: 106.1
Highest occupied orbital energy in eV: -10.1110
HOMO-LUMO gap in eV: 9.37
LUMO level in eV: -0.74


x:
# C2H2O3S

A 2-piece molecular cluster, C2H2O3S overall (ωB97M-V/def2-TZVPD, the OMol25 dataset).

```
8
Properties=species:S:1:pos:R:3
C -0.86 -0.02 0.53
C -0.59 -0.96 1.28
O 1.26 0.97 -2.88
O 1.29 0.38 -0.48
O -1.28 0.81 -0.14
S 1.01 1.36 -1.49
H 0.03 -0.60 2.07
H -0.86 -1.94 1.09
```

Values from the calculation:
Total charge: 0
Molar mass in g mol⁻¹: 106.1
Highest occupied orbital energy in eV: -9.7110
HOMO-LUMO gap in eV: 8.72
LUMO level in eV: -0.99


x wins, 1.7 kcal/mol ahead of the next structure.


w:
# C2H2O3S

A 2-piece molecular cluster, C2H2O3S overall (ωB97M-V/def2-TZVPD, the OMol25 dataset).

```
8
Properties=species:S:1:pos:R:3
C -0.68 0.39 -1.30
C 0.56 0.34 -0.94
O -0.85 -1.49 1.37
O -1.80 0.46 -1.58
O 0.92 -0.15 2.38
S -0.38 -0.19 1.77
H 1.16 1.23 -0.92
H 1.06 -0.60 -0.78
```

Values from the calculation:
Total charge: 0
Molar mass in g mol⁻¹: 106.1
Highest occupied orbital energy in eV: -9.9223
HOMO-LUMO gap in eV: 9.08
LUMO level in eV: -0.84


x:
# C2H2O3S

One molecule with the formula C2H2O3S (ωB97M-V/def2-TZVPD, the OMol25 dataset).

```
8
Properties=species:S:1:pos:R:3
O -0.13 0.60 1.73
C -0.50 -0.15 0.77
O -1.21 -1.34 1.06
C 0.03 -0.09 -0.46
O 0.13 -1.25 -1.18
S 0.80 1.30 -0.84
H -1.20 -2.07 0.44
H 0.96 -1.31 -1.79
```

Values from the calculation:
Total charge: 0
Molar mass in g mol⁻¹: 106.1
Highest occupied orbital energy in eV: -9.5562
HOMO-LUMO gap in eV: 7.79
LUMO level in eV: -1.77


w wins, 9.0 kcal/mol ahead of the next structure.


w:
# C2H2O3S

A 2-piece molecular cluster, C2H2O3S overall (ωB97M-V/def2-TZVPD, the OMol25 dataset).

```
8
Properties=species:S:1:pos:R:3
C -1.71 -1.33 -0.04
C -0.66 1.33 1.71
O -1.42 -1.22 -1.15
O 1.06 3.09 2.05
O -1.12 0.15 1.46
S 0.96 1.68 1.63
H -2.18 -1.58 0.80
H -1.16 2.13 2.30
```

Values from the calculation:
Total charge: 0
Molar mass in g mol⁻¹: 106.1
Highest occupied orbital energy (spin up / spin down) in eV: -7.2297 / -7.2380
HOMO-LUMO gap (spin up / spin down) in eV: 5.41 / 5.42
LUMO level (spin up / spin down) in eV: -1.82 / -1.82


x:
# C2H2O3S

C2H2O3S as an isolated structure (ωB97M-V/def2-TZVPD, the OMol25 dataset).

```
8
Properties=species:S:1:pos:R:3
C 0.17 0.85 0.19
C 0.45 -0.48 0.18
O -2.41 0.79 -0.74
O -0.84 -1.13 0.30
O 1.44 -1.35 -0.05
S -1.63 0.49 0.44
H 0.80 1.65 0.31
H 2.02 -0.83 -0.63
```

Values from the calculation:
Total charge: 0
Molar mass in g mol⁻¹: 106.1
Highest occupied orbital energy in eV: -9.7622
HOMO-LUMO gap in eV: 10.09
LUMO level in eV: 0.32


x wins, 52.0 kcal/mol ahead of the next structure.